# 1
DFT (the ωB97M-V functional and the def2-TZVPD basis) results for a structure of composition C9H24FO3Rb in a non-equilibrium geometry.

* relative energy (zero: lowest compared OMol25 entry of this formula, charge and spin): 15.7 kcal/mol
* calculated total energy: -19238.188 eV
* orbital gap: 7.7 eV

```
! wB97M-V def2-TZVPD RIJCOSX def2/J DEFGRID3
* xyz 0 1
Rb -1.65 0.24 -3.15
F -1.69 0.64 -0.33
C 2.43 -1.08 1.31
C 1.44 0.05 1.12
C 1.59 0.68 -0.24
O 0.11 -0.48 1.26
H 3.43 -0.72 1.06
H 2.20 -1.94 0.68
H 2.47 -1.42 2.35
H 1.52 0.80 1.92
H 1.39 -0.07 -1.02
H 2.57 1.12 -0.43
H 0.84 1.46 -0.37
H -0.54 -0.03 0.66
C 0.07 3.92 0.31
C -0.67 3.29 1.49
C -0.87 4.31 2.57
O -1.95 2.84 1.09
H 1.16 3.87 0.51
H -0.16 4.98 0.21
H -0.02 3.34 -0.61
H -0.11 2.46 1.92
H -1.81 4.85 2.43
H -0.05 5.04 2.57
H -0.87 3.86 3.57
H -1.82 2.06 0.51
C -0.43 -4.96 -2.11
C -1.16 -3.69 -1.72
C -0.22 -2.58 -1.32
O -2.01 -3.30 -2.83
H 0.07 -4.86 -3.07
H -1.11 -5.82 -2.12
H 0.33 -5.20 -1.37
H -1.80 -3.87 -0.85
H 0.47 -2.27 -2.11
H 0.38 -2.92 -0.48
H -0.76 -1.71 -0.93
H -2.81 -2.90 -2.47
*
```

---

# 2
DFT (the ωB97M-V functional and the def2-TZVPD basis) results for a structure of composition C9H24FO3Rb in a non-equilibrium geometry.

* relative energy (zero: lowest compared OMol25 entry of this formula, charge and spin): 0.0 kcal/mol
* calculated total energy: -19238.868 eV
* orbital gap: 7.9 eV

```
! wB97M-V def2-TZVPD RIJCOSX def2/J DEFGRID3
* xyz 0 1
Rb 1.56 -3.82 1.38
F -0.06 -1.41 1.35
C -3.95 -0.43 1.41
C -3.01 0.30 0.45
C -2.23 1.42 1.12
O -2.13 -0.62 -0.18
H -4.51 -1.19 0.86
H -4.63 0.29 1.87
H -3.38 -0.92 2.20
H -3.62 0.74 -0.34
H -1.47 1.03 1.81
H -2.88 2.11 1.65
H -1.69 1.98 0.35
H -1.34 -0.73 0.40
C 1.37 2.96 1.47
C 1.63 1.50 1.10
C 3.10 1.27 0.77
O 1.28 0.72 2.25
H 1.70 3.66 0.71
H 1.82 3.14 2.45
H 0.29 3.08 1.61
H 0.96 1.20 0.29
H 3.66 1.48 1.69
H 3.43 1.95 -0.01
H 3.30 0.23 0.50
H 0.75 -0.05 1.93
C 1.28 -0.54 -3.04
C 0.59 -1.54 -2.11
C 0.52 -2.94 -2.69
O 1.39 -1.59 -0.90
H 1.14 0.47 -2.64
H 0.82 -0.53 -4.03
H 2.34 -0.73 -3.16
H -0.41 -1.16 -1.85
H 1.45 -3.49 -2.51
H 0.37 -2.94 -3.77
H -0.28 -3.53 -2.24
H 0.83 -1.39 -0.12
*
```

---

# 3
DFT (the ωB97M-V functional and the def2-TZVPD basis) results for a structure of composition C9H24N18O2V in a non-equilibrium geometry.

* relative energy (zero: lowest compared OMol25 entry of this formula, charge and spin): 30.4 kcal/mol
* calculated total energy: -66322.698 eV
* orbital gap (spin up / spin down): 6.5 / 6.0 eV

```
! wB97M-V def2-TZVPD RIJCOSX def2/J DEFGRID3
* xyz 0 2
V -0.41 0.47 -0.37
N -2.60 0.45 0.28
C -3.02 -0.97 0.29
C -2.21 -1.76 -0.73
N -0.78 -1.91 -0.37
C -0.01 -2.44 -1.52
C 0.43 -1.36 -2.50
N 1.05 -0.25 -1.75
C -0.71 -2.87 0.76
C 0.68 -3.37 1.18
N 1.65 -2.30 1.31
H -3.02 0.95 1.06
H -2.95 0.89 -0.57
H -4.08 -1.09 0.04
H -2.88 -1.36 1.30
H -2.28 -1.25 -1.69
H -2.68 -2.75 -0.85
H -0.57 -3.21 -2.05
H 0.89 -2.91 -1.13
H -0.43 -0.97 -3.04
H 1.11 -1.80 -3.22
H 1.38 0.47 -2.40
H 1.88 -0.56 -1.25
H -1.30 -3.76 0.50
H -1.18 -2.40 1.62
H 1.02 -4.15 0.49
H 0.53 -3.87 2.13
H 2.41 -2.34 0.65
H 2.05 -2.22 2.23
N -0.41 3.53 -2.08
C -1.14 2.49 -2.63
N -1.80 2.60 -3.77
N -2.39 1.40 -3.92
N -2.10 0.63 -2.93
N -1.27 1.29 -2.07
C -0.14 3.54 -0.73
N 0.08 4.64 -0.03
N 0.26 4.19 1.23
N 0.15 2.91 1.28
N -0.08 2.43 0.02
H -0.52 4.43 -2.51
N -0.13 0.27 2.20
N 0.96 0.75 2.96
C 2.11 1.16 2.32
N 2.84 2.03 3.02
N 2.39 0.59 1.16
N 3.59 0.89 0.59
O 3.88 0.20 -0.37
O 4.34 1.78 1.00
H -0.77 1.06 2.07
H -0.58 -0.47 2.73
H 0.69 1.36 3.71
H 2.42 2.53 3.79
H 3.66 2.40 2.56
*
```

---

# 4
DFT (the ωB97M-V functional and the def2-TZVPD basis) results for a cluster of 4 separate species, C9H24N3O6 in total in a non-equilibrium geometry.

* relative energy (zero: lowest compared OMol25 entry of this formula, charge and spin): 128.7 kcal/mol
* calculated total energy: -26460.390 eV
* orbital gap: 8.1 eV

```
! wB97M-V def2-TZVPD RIJCOSX def2/J DEFGRID3
* xyz 1 1
C -22.27 -33.03 -16.88
C -22.51 -31.77 -17.68
O -23.45 -31.13 -17.44
N -21.67 -31.53 -18.80
H -21.11 -30.77 -18.26
H -20.87 -32.30 -19.08
C -22.24 -30.94 -20.06
H -21.91 -33.95 -17.36
H -23.35 -33.51 -16.51
H -21.84 -32.72 -15.93
H -21.54 -30.76 -20.80
H -22.75 -29.84 -19.92
H -23.04 -31.53 -20.44
C -17.78 -31.97 -21.59
C -16.63 -31.17 -21.01
O -15.82 -30.48 -21.78
N -16.43 -31.14 -19.47
H -17.03 -30.39 -19.03
H -16.90 -32.01 -18.87
C -15.23 -30.37 -18.88
H -17.72 -32.15 -22.76
H -18.68 -31.62 -21.08
H -17.61 -33.08 -21.38
H -15.24 -29.41 -19.37
H -14.34 -30.79 -19.05
H -15.28 -30.17 -17.86
N -18.92 -33.57 -18.50
O -19.68 -33.55 -19.39
O -17.74 -33.90 -18.62
O -19.15 -32.72 -17.63
C -20.46 -38.47 -19.67
C -19.88 -37.16 -19.11
C -18.63 -37.16 -18.33
O -19.79 -36.30 -20.22
H -20.79 -39.16 -18.97
H -19.88 -38.95 -20.34
H -21.54 -38.17 -20.15
H -20.62 -36.77 -18.42
H -18.33 -36.13 -17.98
H -17.71 -37.23 -19.03
H -18.43 -37.83 -17.58
H -19.42 -35.60 -20.09
*
```

---

# 5
DFT (the ωB97M-V functional and the def2-TZVPD basis) results for a structure of composition C9H25FKO7.

* relative energy (zero: lowest compared OMol25 entry of this formula, charge and spin): 0.0 kcal/mol
* calculated total energy: -43117.538 eV
* orbital gap: 7.2 eV

```
! wB97M-V def2-TZVPD RIJCOSX def2/J DEFGRID3
* xyz -1 1
K 0.43 -0.01 0.45
F -1.58 -1.55 1.28
O 3.67 0.89 -1.55
C 2.61 0.73 -2.47
O 2.75 1.38 -3.52
O 1.68 0.00 -2.05
H 4.29 1.45 -2.03
C -0.55 3.08 -1.75
C 0.55 3.36 -0.76
O 0.23 2.66 0.47
H -1.46 3.63 -1.49
H -0.77 2.01 -1.77
H -0.25 3.34 -2.76
H 0.66 4.43 -0.55
H 1.52 3.03 -1.14
H 0.63 3.13 1.21
C 1.69 -4.56 -0.54
C 0.95 -3.63 0.39
O -0.07 -3.00 -0.34
H 0.98 -5.24 -1.01
H 2.43 -5.14 0.02
H 2.19 -4.01 -1.34
H 1.65 -2.89 0.82
H 0.53 -4.22 1.22
H -0.69 -2.52 0.28
C -3.90 0.25 -2.64
C -3.52 0.12 -1.19
O -2.34 -0.66 -1.09
H -4.80 0.86 -2.75
H -4.06 -0.73 -3.09
H -3.09 0.76 -3.18
H -4.33 -0.35 -0.63
H -3.36 1.13 -0.78
H -2.21 -0.87 -0.13
C 0.16 1.09 3.78
C 1.23 0.09 4.11
O 1.55 -0.61 2.92
H 0.48 1.82 3.04
H -0.17 1.60 4.69
H -0.71 0.58 3.36
H 0.82 -0.60 4.85
H 2.12 0.57 4.53
H 2.05 -1.41 3.13
*
```

---

# 6
DFT (the ωB97M-V functional and the def2-TZVPD basis) results for a structure of composition C9H25INiP2 in a non-equilibrium geometry.

* relative energy (zero: lowest compared OMol25 entry of this formula, charge and spin): 0.0 kcal/mol
* calculated total energy: -77458.935 eV
* orbital gap (spin up / spin down): 6.9 / 8.3 eV

```
! wB97M-V def2-TZVPD RIJCOSX def2/J DEFGRID3
* xyz 0 3
C 0.13 -1.09 -3.31
C 0.39 0.39 -3.53
H 1.08 -1.60 -3.07
H -0.21 -1.54 -4.25
H -0.62 -1.30 -2.54
H 1.09 0.82 -2.80
H 0.82 0.56 -4.52
H -0.54 0.96 -3.53
Ni 0.04 -0.29 -0.55
C -0.97 1.35 -1.00
H -0.02 1.82 -1.32
H -1.52 2.08 -0.39
H -1.57 1.11 -1.89
I 1.48 -2.25 -0.55
C -1.80 -1.72 1.68
P -1.70 -0.16 0.72
C -3.44 0.10 0.31
C -1.51 1.15 2.03
C -0.05 1.43 2.32
P 1.04 0.27 1.33
C 2.56 1.22 1.16
C 1.47 -0.93 2.63
H -1.73 -1.51 2.75
H -1.00 -2.42 1.39
H -2.77 -2.17 1.47
H -4.01 0.17 1.24
H -3.57 1.01 -0.28
H -3.79 -0.76 -0.27
H -2.02 2.05 1.66
H -2.07 0.81 2.91
H 0.26 2.45 2.06
H 0.19 1.27 3.38
H 3.07 1.24 2.13
H 3.19 0.74 0.41
H 2.32 2.24 0.83
H 2.27 -0.48 3.24
H 0.62 -1.21 3.26
H 1.86 -1.85 2.16
*
```

---

# 7
DFT (the ωB97M-V functional and the def2-TZVPD basis) results for a structure of composition C9H26AsF6KN2O3 in a non-equilibrium geometry.

* relative energy (zero: lowest compared OMol25 entry of this formula, charge and spin): 2.4 kcal/mol
* calculated total energy: -112349.521 eV
* orbital gap: 9.2 eV

```
! wB97M-V def2-TZVPD RIJCOSX def2/J DEFGRID3
* xyz 0 1
K 0.58 0.22 -0.84
As 3.70 2.66 -0.12
F 3.64 4.40 -0.31
F 1.96 2.59 -0.44
F 3.61 0.93 -0.03
F 5.41 2.69 0.15
F 3.49 2.84 1.60
F 3.95 2.53 -1.85
C 1.14 -2.92 -2.81
O 1.87 -2.22 -1.82
H 0.37 -3.58 -2.39
H 0.56 -2.20 -3.40
H 1.74 -3.50 -3.51
H 2.77 -2.07 -2.11
C -1.85 3.92 0.22
C -2.93 3.14 -0.53
C -2.73 1.63 -0.46
O -1.69 1.16 -1.32
C -2.10 1.08 -2.68
N -4.20 3.39 0.12
H -2.16 4.95 0.35
H -0.87 3.91 -0.28
H -1.56 3.40 1.14
H -2.94 3.49 -1.57
H -3.64 1.05 -0.65
H -2.42 1.34 0.55
H -3.05 0.55 -2.77
H -1.27 0.76 -3.32
H -2.28 2.09 -3.05
H -4.99 2.93 -0.30
H -4.41 4.34 0.40
C 1.97 -2.72 2.84
C 1.08 -2.08 1.76
C -0.38 -2.37 2.08
O -0.65 -3.75 2.07
C -0.70 -4.41 0.84
N 1.36 -0.61 1.78
H 3.03 -2.68 2.62
H 1.76 -3.78 3.03
H 1.75 -2.22 3.78
H 1.38 -2.40 0.76
H -1.03 -1.85 1.35
H -0.68 -2.04 3.08
H -1.65 -4.90 0.70
H 0.13 -5.12 0.78
H -0.54 -3.75 -0.02
H 1.07 -0.26 2.70
H 2.38 -0.58 1.89
*
```

---

# 8
DFT (the ωB97M-V functional and the def2-TZVPD basis) results for a structure of composition C9H26ClINNdO2P2 in a non-equilibrium geometry.

* calculated total energy: -69801.753 eV
* orbital gap (spin up / spin down): 5.7 / 4.1 eV

```
! wB97M-V def2-TZVPD RIJCOSX def2/J DEFGRID3
* xyz 2 4
C 0.87 -3.11 -0.17
I 3.54 -0.88 0.62
H -0.19 -3.26 -0.50
H 1.08 -3.61 0.80
H 1.59 -3.35 -0.98
Nd 0.59 -0.74 0.04
P -0.99 -1.34 2.59
C 0.04 -1.19 4.07
C -2.37 -0.20 2.98
H -2.92 -0.40 3.92
H -2.35 -2.99 3.74
H -3.08 -0.26 2.15
H -2.49 -3.08 1.95
H 0.51 -0.20 4.10
H -2.01 0.83 3.02
C -1.79 -2.97 2.79
H -0.62 -1.33 4.94
H -1.08 -3.80 2.75
H 0.86 -1.92 4.09
P 1.04 -0.05 -2.85
C 2.71 0.51 -3.29
C 0.70 -1.35 -4.09
H -1.03 1.14 -3.15
H 0.01 1.31 -4.61
H 0.33 2.28 -3.14
C 0.00 1.30 -3.51
H -0.31 -1.74 -3.90
H 0.76 -0.90 -5.09
H 2.76 0.64 -4.38
H 3.47 -0.21 -2.95
H 1.41 -2.17 -3.99
H 2.92 1.46 -2.79
Cl -1.86 -1.13 -0.98
N -0.72 4.08 0.01
C 0.15 3.54 1.12
C 0.12 2.06 0.86
O 0.70 1.25 1.66
O -0.53 1.67 -0.18
H -0.18 4.47 -0.78
H -1.35 4.83 0.29
H -1.19 3.17 -0.31
H 1.19 3.88 1.06
H -0.28 3.76 2.11
*
```